#i
Density functional theory data (ωB97M-V/def2-TZVPD) for 2 unconnected molecules or ions with the total composition C9H14.

XYZ file:
```
23
Properties=species:S:1:pos:R:3
C 2.81 -0.80 -3.69
C 1.78 0.26 -3.28
H 2.99 -1.49 -2.87
H 2.41 -1.44 -4.48
H 3.75 -0.31 -3.96
H 2.23 1.01 -2.62
H 1.47 0.82 -4.16
H 0.95 -0.20 -2.76
C 0.64 -0.22 3.14
C -1.42 0.77 2.06
C -0.25 0.02 1.95
C -2.22 0.93 0.95
C 0.00 -0.66 0.76
C -1.94 0.32 -0.26
C -0.82 -0.51 -0.34
H -1.65 1.15 3.05
H -3.05 1.63 0.98
H 1.37 0.59 3.22
H 1.24 -1.13 3.02
H 0.90 -1.26 0.68
H -2.62 0.45 -1.09
H -0.71 -1.03 -1.28
H 0.10 -0.31 4.08
```

The value obtained for the frontier orbital gap is 10.06 eV. As for the HOMO energy: -9.05 eV.

Mulliken population analysis, charges in e, atoms 1 to 8: atom 1 (C): -0.87, atom 2 (C): -0.49, atom 3 (H): 0.27, atom 4 (H): 0.27, atom 5 (H): 0.29, atom 6 (H): 0.28, atom 7 (H): 0.30, atom 8 (H): -0.03


#ii
Density functional theory data (ωB97M-V/def2-TZVPD) for 2 unconnected molecules or ions with the total composition C9H14.

XYZ file:
```
23
Properties=species:S:1:pos:R:3
C -0.09 1.03 2.91
C -1.28 0.16 2.65
H 0.90 0.46 2.77
H -0.21 1.96 2.21
H 0.14 1.33 3.92
H -1.03 -0.53 1.77
H -2.21 0.59 2.23
H -1.57 -0.32 3.57
C 0.21 1.69 -2.40
C 1.02 -1.05 0.09
C 0.44 -2.20 -0.56
C 0.94 0.15 -0.60
C 0.26 0.34 -1.77
C -0.10 -2.08 -1.88
C -0.29 -0.79 -2.39
H 1.51 -1.22 0.93
H 0.65 -3.23 -0.28
H 1.37 1.09 -0.05
H -0.51 -2.97 -2.43
H 0.58 1.76 -3.42
H 0.84 2.38 -1.73
H -0.75 -0.61 -3.37
H -0.82 2.05 -2.17
```

The value obtained for the frontier orbital gap is 9.99 eV. As for the HOMO energy: -8.99 eV.

Mulliken population analysis, charges in e, atoms 1 to 8: atom 1 (C): -0.66, atom 2 (C): -0.63, atom 3 (H): 0.14, atom 4 (H): 0.15, atom 5 (H): 0.38, atom 6 (H): 0.06, atom 7 (H): 0.28, atom 8 (H): 0.29


#iii
Density functional theory data (ωB97M-V/def2-TZVPD) for 2 unconnected molecules or ions with the total composition C9H14.

XYZ file:
```
23
Properties=species:S:1:pos:R:3
C 1.26 2.39 2.27
C -0.79 0.12 0.15
C 0.24 0.94 0.55
C -1.39 -0.78 1.14
C 0.38 1.22 1.88
C -1.06 -0.63 2.50
C -0.14 0.35 2.86
H -1.10 -0.09 -0.80
H 0.64 1.71 -0.13
H -2.25 -1.36 0.80
H -1.40 -1.30 3.24
H 1.24 3.36 1.68
H 2.34 1.89 2.41
H -0.16 0.61 3.88
H 0.81 2.73 3.20
C 0.05 -1.89 -3.78
C 0.31 -0.95 -2.64
H 0.81 -1.70 -4.62
H -0.04 -2.94 -3.46
H -0.99 -1.74 -4.25
H -0.47 -0.82 -1.89
H 0.39 0.17 -2.88
H 1.30 -1.27 -2.09
```

The value obtained for the frontier orbital gap is 9.82 eV. As for the HOMO energy: -8.79 eV.

Mulliken population analysis, charges in e, atoms 1 to 8: atom 1 (C): -1.22, atom 2 (C): -0.55, atom 3 (C): -0.60, atom 4 (C): -0.49, atom 5 (C): 0.85, atom 6 (C): -0.39, atom 7 (C): -0.63, atom 8 (H): 0.77


Energy relative to the most stable one, in hartree: #i 0.0000; #ii 0.0463; #iii 0.0646


#i
Density functional theory data (ωB97M-V/def2-TZVPD) for 2 unconnected molecules or ions with the total composition C9H14.

XYZ file:
```
23
Properties=species:S:1:pos:R:3
C -1.61 -2.26 -0.05
C -1.20 -3.72 0.29
H -1.04 -1.56 0.56
H -1.40 -1.97 -1.08
H -2.68 -2.16 0.12
H -0.63 -3.77 1.21
H -0.66 -4.21 -0.52
H -2.12 -4.30 0.32
C 2.62 2.42 0.83
C 0.26 0.52 -1.47
C 1.38 1.17 -0.98
C -0.97 0.76 -0.87
C 1.36 1.83 0.25
C -1.02 1.43 0.33
C 0.14 1.97 0.90
H 0.30 0.09 -2.47
H 2.27 1.32 -1.59
H -1.85 0.46 -1.42
H -1.93 1.70 0.85
H 3.43 2.48 0.11
H 2.98 1.83 1.68
H 0.04 2.62 1.76
H 2.32 3.37 1.25
```

The value obtained for the frontier orbital gap is 9.95 eV. As for the HOMO energy: -8.92 eV.

Mulliken population analysis, charges in e, atoms 1 to 8: atom 1 (C): -0.61, atom 2 (C): -0.92, atom 3 (H): 0.19, atom 4 (H): 0.21, atom 5 (H): 0.33, atom 6 (H): 0.27, atom 7 (H): 0.28, atom 8 (H): 0.26


#ii
Density functional theory data (ωB97M-V/def2-TZVPD) for 2 unconnected molecules or ions with the total composition C9H14.

XYZ file:
```
23
Properties=species:S:1:pos:R:3
C -2.37 -0.68 1.53
C -1.82 0.69 1.91
H -1.54 -1.24 1.10
H -2.71 -1.25 2.39
H -3.11 -0.61 0.73
H -2.60 1.42 2.14
H -1.24 0.65 2.83
H -1.26 1.12 1.10
C 0.84 -2.38 -0.45
C 0.32 -0.26 -1.74
C 0.70 -0.88 -0.54
C 0.32 1.12 -1.81
C 1.18 -0.12 0.51
C 0.92 1.86 -0.78
C 1.18 1.29 0.44
H -0.06 -0.85 -2.56
H -0.04 1.63 -2.69
H 1.21 -2.88 -1.34
H -0.11 -2.86 -0.22
H 1.61 -0.54 1.41
H 1.17 2.90 -0.99
H 1.56 1.93 1.23
H 1.53 -2.65 0.34
```

The value obtained for the frontier orbital gap is 10.04 eV. As for the HOMO energy: -9.01 eV.

Mulliken population analysis, charges in e, atoms 1 to 8: atom 1 (C): -0.52, atom 2 (C): -0.67, atom 3 (H): -0.07, atom 4 (H): 0.34, atom 5 (H): 0.26, atom 6 (H): 0.37, atom 7 (H): 0.26, atom 8 (H): 0.05


Energy relative to the most stable one, in hartree: #i 0.0055; #ii 0.0000


#i
Density functional theory data (ωB97M-V/def2-TZVPD) for 2 unconnected molecules or ions with the total composition C9H14.

XYZ file:
```
23
Properties=species:S:1:pos:R:3
C 0.21 0.52 -2.70
C 0.73 0.67 -4.06
H 0.00 -0.56 -2.64
H 1.03 0.80 -2.13
H -0.67 1.02 -2.34
H 1.16 -0.23 -4.54
H 1.65 1.26 -4.08
H 0.05 1.10 -4.81
C -1.27 -2.19 2.48
C 0.38 1.57 1.05
C 1.07 0.41 0.71
C -0.58 1.42 2.08
C 0.61 -0.81 1.13
C -0.77 0.21 2.65
C -0.41 -1.01 2.12
H 0.64 2.48 0.58
H 1.94 0.35 0.08
H -1.07 2.39 2.36
H 1.17 -1.80 0.92
H -1.46 0.25 3.52
H -0.92 -3.27 1.96
H -2.32 -2.06 2.10
H -1.16 -2.52 3.55
```

The value obtained for the frontier orbital gap is 9.85 eV. As for the HOMO energy: -8.87 eV.

Mulliken population analysis, charges in e, atoms 1 to 8: atom 1 (C): -0.57, atom 2 (C): -1.00, atom 3 (H): 0.24, atom 4 (H): 0.08, atom 5 (H): 0.42, atom 6 (H): 0.29, atom 7 (H): 0.27, atom 8 (H): 0.28


#ii
Density functional theory data (ωB97M-V/def2-TZVPD) for 2 unconnected molecules or ions with the total composition C9H14.

XYZ file:
```
23
Properties=species:S:1:pos:R:3
C -0.38 -1.42 -2.69
C 1.25 0.21 0.32
C 1.42 1.51 -0.12
C 0.66 -0.73 -0.52
C 0.22 -0.39 -1.80
C 0.98 1.87 -1.38
C 0.39 0.92 -2.21
H 1.54 -0.12 1.30
H 1.89 2.24 0.52
H 0.49 -1.73 -0.16
H 1.07 2.88 -1.75
H -1.10 -1.02 -3.40
H -0.90 -2.19 -2.13
H 0.04 1.23 -3.19
H 0.37 -1.94 -3.31
C -1.12 -0.21 3.52
C -2.39 -1.06 3.44
H -0.49 -0.40 4.39
H -0.45 -0.33 2.66
H -1.36 0.85 3.56
H -2.43 -1.83 4.23
H -3.28 -0.45 3.60
H -2.48 -1.59 2.49
```

The value obtained for the frontier orbital gap is 10.10 eV. As for the HOMO energy: -9.09 eV.

Mulliken population analysis, charges in e, atoms 1 to 8: atom 1 (C): -1.38, atom 2 (C): -0.46, atom 3 (C): -0.55, atom 4 (C): -0.42, atom 5 (C): 0.76, atom 6 (C): -0.44, atom 7 (C): -0.39, atom 8 (H): 0.48


#iii
Density functional theory data (ωB97M-V/def2-TZVPD) for 2 unconnected molecules or ions with the total composition C9H14.

XYZ file:
```
23
Properties=species:S:1:pos:R:3
C -0.78 -3.26 0.79
C -0.36 -3.98 -0.50
H -1.45 -3.75 1.49
H 0.07 -2.89 1.36
H -1.47 -2.44 0.53
H -0.15 -5.03 -0.31
H -1.12 -3.82 -1.27
H 0.52 -3.50 -0.92
C 0.93 3.53 -1.43
C -0.22 0.38 1.28
C -0.67 1.69 1.45
C 0.52 0.09 0.13
C -0.24 2.71 0.62
C 0.92 1.11 -0.75
C 0.52 2.40 -0.50
H -0.35 -0.38 2.03
H -1.39 1.99 2.21
H 0.74 -0.93 -0.16
H -0.64 3.71 0.65
H 1.56 0.92 -1.61
H 1.60 4.26 -0.98
H 0.00 3.99 -1.78
H 1.46 3.21 -2.33
```

The value obtained for the frontier orbital gap is 10.05 eV. As for the HOMO energy: -9.01 eV.

Mulliken population analysis, charges in e, atoms 1 to 8: atom 1 (C): -0.86, atom 2 (C): -0.86, atom 3 (H): 0.42, atom 4 (H): 0.24, atom 5 (H): 0.27, atom 6 (H): 0.31, atom 7 (H): 0.26, atom 8 (H): 0.26


#iv
Density functional theory data (ωB97M-V/def2-TZVPD) for 2 unconnected molecules or ions with the total composition C9H14.

XYZ file:
```
23
Properties=species:S:1:pos:R:3
C 1.30 0.90 2.88
C -0.47 -0.71 2.32
C 0.82 -0.15 2.01
C -1.08 -1.62 1.49
C -0.60 -1.80 0.17
C 1.37 -0.51 0.77
C 0.63 -1.22 -0.19
H -0.92 -0.55 3.27
H -1.97 -2.13 1.87
H 1.28 0.66 4.01
H 0.65 1.82 2.96
H -1.15 -2.36 -0.57
H 2.33 -0.17 0.42
H 1.12 -1.35 -1.16
H 2.30 1.29 2.69
C -0.32 1.26 -2.21
C -0.99 0.76 -3.54
H -0.95 1.83 -1.55
H -0.11 0.39 -1.70
H 0.65 1.90 -2.49
H -1.95 1.19 -3.67
H -0.48 0.81 -4.47
H -1.47 -0.23 -3.32
```

The value obtained for the frontier orbital gap is 9.83 eV. As for the HOMO energy: -8.82 eV.

Mulliken population analysis, charges in e, atoms 1 to 8: atom 1 (C): -1.37, atom 2 (C): -0.53, atom 3 (C): 0.73, atom 4 (C): -0.45, atom 5 (C): -0.34, atom 6 (C): -0.31, atom 7 (C): -0.62, atom 8 (H): 0.38


Energy relative to the most stable one, in hartree: #i 0.0701; #ii 0.0000; #iii 0.0115; #iv 0.0440


#i
Density functional theory data (ωB97M-V/def2-TZVPD) for 2 unconnected molecules or ions with the total composition C9H14.

XYZ file:
```
23
Properties=species:S:1:pos:R:3
C 0.85 1.40 1.70
C 0.83 -0.04 -0.53
C 1.43 0.57 0.59
C 1.54 -0.78 -1.42
C 2.78 0.29 0.89
C 2.90 -1.06 -1.17
C 3.49 -0.56 0.00
H -0.31 0.08 -0.56
H 1.26 -1.42 -2.39
H 0.70 1.01 2.70
H -0.25 1.60 1.28
H 3.30 0.66 1.68
H 3.69 -1.37 -1.96
H 4.43 -0.79 0.10
H 1.09 2.49 1.67
C -3.48 -0.03 -1.12
C -3.49 -0.48 0.45
H -3.65 1.10 -1.18
H -2.49 -0.41 -1.56
H -4.22 -0.63 -1.69
H -2.94 -1.39 0.38
H -4.51 -0.58 1.06
H -2.93 0.32 1.09
```

The value obtained for the frontier orbital gap is 9.97 eV. As for the HOMO energy: -9.00 eV.

Mulliken population analysis, charges in e, atoms 1 to 8: atom 1 (C): -1.09, atom 2 (C): -0.03, atom 3 (C): 0.70, atom 4 (C): -0.20, atom 5 (C): -0.65, atom 6 (C): -0.35, atom 7 (C): -0.59, atom 8 (H): -0.05


#ii
Density functional theory data (ωB97M-V/def2-TZVPD) for 2 unconnected molecules or ions with the total composition C9H14.

XYZ file:
```
23
Properties=species:S:1:pos:R:3
C 1.57 1.54 -1.23
C -0.36 1.73 2.00
C 0.17 2.03 0.76
C -0.16 0.45 2.52
C 0.83 1.06 -0.01
C 0.62 -0.45 1.83
C 1.03 -0.20 0.52
H -0.96 2.49 2.48
H 0.00 3.01 0.33
H -0.58 0.13 3.46
H 0.76 -1.40 2.34
H 1.24 2.47 -1.67
H 1.62 0.73 -1.96
H 1.29 -0.97 -0.20
H 2.57 1.73 -0.92
C -0.96 -2.99 -2.22
C -2.10 -2.01 -2.39
H -0.04 -2.49 -1.96
H -1.18 -3.81 -1.54
H -0.67 -3.56 -3.12
H -2.11 -1.29 -1.59
H -3.05 -2.49 -2.61
H -2.04 -1.41 -3.31
```

The value obtained for the frontier orbital gap is 9.93 eV. As for the HOMO energy: -8.95 eV.

Mulliken population analysis, charges in e, atoms 1 to 8: atom 1 (C): -1.41, atom 2 (C): -0.48, atom 3 (C): -0.42, atom 4 (C): -0.34, atom 5 (C): 0.83, atom 6 (C): -0.60, atom 7 (C): -0.25, atom 8 (H): 0.37


Energy relative to the most stable one, in hartree: #i 0.0800; #ii 0.0000